1.
The following is a quantum chemistry calculation of C13H18I2InO4PmSSi as an isolated structure, from OMol25.

The gap between HOMO and LUMO (alpha / beta) is 4.77 / 4.86 eV. The LUMO energy (alpha / beta) comes out at -16.24 / -16.16 eV. The calculation puts the energy above the lowest of the compared OMol25 structures with the same formula, charge and spin at 0.0 kJ/mol. The HOMO energy (alpha / beta) comes out at -0.7722 / -0.7723 Eh. The total charge is +4. The multiplicity is 5.

Geometry (Å):
I 3.43944 -2.46820 1.34415
I 3.82867 0.23203 1.63900
In -0.44762 1.96746 -1.00124
Pm 0.50052 -1.33954 0.13998
S 1.17025 0.20069 -2.08532
C -1.93682 -1.22263 -0.88590
C -1.49395 -2.74260 1.05084
C 0.68353 -0.09291 -3.86688
C 1.33104 1.04169 -4.65352
C -0.82839 -0.07945 -4.04885
C 1.26976 -1.46760 -4.20911
C -1.35977 3.70578 0.95712
C -2.62080 2.53865 -2.09032
O -2.39718 -3.33974 1.46695
O -3.02176 -1.12733 -1.27578
O -1.75734 4.26404 1.86877
O -3.47073 3.02200 -2.70974
H 1.10924 0.93194 -5.72276
H 2.41672 1.02058 -4.52777
H 0.95931 2.02540 -4.34202
H -1.04113 -0.27293 -5.11057
H -1.27875 0.89503 -3.80909
H -1.32833 -0.85744 -3.46130
H 1.09935 -1.70784 -5.26981
H 0.79240 -2.24821 -3.59929
H 2.34608 -1.48106 -3.99891
C -1.47701 0.43627 4.47656
Si 0.10815 -0.09461 3.68469
C 1.56819 0.89716 4.29366
C 0.39870 -1.91769 3.92189
C -0.02533 0.33914 1.86798
C -0.17078 0.87197 0.74697
H -1.32712 0.55254 5.55641
H -2.26320 -0.31084 4.29054
H -1.76515 1.41677 4.07875
H 1.75720 0.71560 5.35895
H 2.48061 0.59846 3.75445
H 1.40018 1.97289 4.15101
H -0.37722 -2.52786 3.43473
H 1.40297 -2.21944 3.58666
H 0.32607 -2.12819 4.99814

=====

2.
The following is a quantum chemistry calculation of C13H18N2O4ReS5Sb as an isolated structure, from OMol25.

The gap between HOMO and LUMO is 6.31 eV. The LUMO energy comes out at -8.68 eV. The HOMO energy comes out at -0.5508 Eh. The total charge is +2.

Geometry (Å):
Re -0.06792 -1.06886 -0.90727
S -4.60509 0.34516 -1.74914
Sb -3.81414 -1.23089 -0.53320
S -1.68354 -0.21771 0.58847
S -1.52896 -1.82920 -2.19567
S -4.05352 -3.06045 0.57216
C -0.37936 -4.21420 -0.29437
C 0.57476 -3.03958 -0.29527
O 1.75191 -3.24451 -0.08295
H 0.13484 -5.10386 0.06482
H -0.73231 -4.37722 -1.31450
H -1.25338 -3.98797 0.31836
C 2.55191 -0.31706 -2.48936
O 1.65389 -1.36065 -1.96965
H 3.17784 -0.77927 -3.24658
H 3.14176 0.07377 -1.66293
H 1.91778 0.44648 -2.92154
H 2.17556 -2.11171 -1.62779
O -1.76786 1.36340 -0.07878
C -0.83193 1.76736 -0.91680
O 0.08055 0.99065 -1.31215
C -0.91278 3.14476 -1.35113
C -0.17958 3.53494 -2.47730
C -0.23201 4.84889 -2.89680
C -0.99334 5.76976 -2.18448
C -1.71888 5.38388 -1.06239
C -1.69168 4.06784 -0.64454
H 0.40857 2.80908 -3.02130
H 0.31718 5.16128 -3.77371
H -1.02068 6.80176 -2.50813
H -2.30462 6.11147 -0.51864
H -2.25521 3.75896 0.22479
S 1.41641 -0.22824 0.88423
C 1.23865 -1.13805 2.37122
N 0.54016 -0.67845 3.39524
C 0.67264 -1.54569 4.58013
C 1.56103 -2.69502 4.04717
N 1.83449 -2.26859 2.66575
H 0.13315 0.24150 3.39813
H -0.30658 -1.89207 4.90245
H 1.14235 -0.99818 5.39442
H 1.04542 -3.65321 4.04896
H 2.49419 -2.79432 4.59688
H 2.36832 -2.78598 1.98320

=====

3.
The following is a quantum chemistry calculation of one molecule with the formula C13H18O4, from OMol25.

The gap between HOMO and LUMO is 9.02 eV. The LUMO energy comes out at 0.74 eV. The calculation puts the energy above the lowest of the compared OMol25 structures with the same formula, charge and spin at 36.1 kJ/mol. The HOMO energy comes out at -0.3043 Eh.

Geometry (Å):
C -5.55993 -0.53964 0.74671
C -4.72948 0.47733 0.61814
C -4.02457 0.84318 -0.65373
C -2.53423 0.72436 -0.46591
C -1.71100 1.83214 -0.45363
C -0.34256 1.69718 -0.25447
C 0.21335 0.44867 -0.05670
O 1.53979 0.19403 0.15348
C 2.45524 1.26961 0.11440
C 3.85244 0.70347 0.42668
O 4.01139 0.48202 1.80401
C 4.11377 -0.60023 -0.36459
O 3.65276 -0.55610 -1.68703
C -0.61812 -0.69205 -0.06804
O 0.02290 -1.88233 0.12336
C -0.74864 -3.05731 0.13050
C -1.97582 -0.53777 -0.26979
H -6.03660 -0.77395 1.68342
H -5.80885 -1.17797 -0.08596
H -4.49141 1.10312 1.46825
H -4.35326 0.18202 -1.45868
H -4.27521 1.87146 -0.92444
H -2.12466 2.81810 -0.60339
H 0.27807 2.57879 -0.25514
H 2.20799 2.02375 0.87262
H 2.45641 1.74316 -0.87590
H 4.59386 1.46334 0.16260
H 3.33485 -0.14882 2.08184
H 5.18941 -0.78186 -0.41292
H 3.64435 -1.42960 0.18265
H 2.68831 -0.58522 -1.65787
H -1.49272 -3.04585 0.93363
H -1.25273 -3.21349 -0.82892
H -0.04480 -3.87008 0.30282
H -2.63062 -1.39472 -0.27648

=====

4.
The following is a quantum chemistry calculation of C13H19BrIIrN3O6S2 as an isolated structure, from OMol25.

The gap between HOMO and LUMO (alpha / beta) is 7.41 / 5.88 eV. The LUMO energy (alpha / beta) comes out at -7.12 / -8.65 eV. The calculation puts the energy above the lowest of the compared OMol25 structures with the same formula, charge and spin at 188.2 kJ/mol. The HOMO energy (alpha / beta) comes out at -0.5342 / -0.5342 Eh. The total charge is +2. The multiplicity is 2.

Geometry (Å):
Ir -0.83821 -1.44391 0.93628
O -0.90584 -2.03945 4.74889
S -0.99991 -1.86584 3.35796
O -0.32604 -2.88484 2.42124
O -0.28798 -0.60409 2.75879
S -2.75738 -1.65108 2.30969
N 3.40452 -0.15026 -1.06595
C 2.77504 -1.35341 -1.70347
C 1.35435 -1.51665 -1.18797
N 1.24735 -1.52969 0.29626
C 2.02516 -0.42969 0.93940
C 3.44597 -0.32246 0.42453
H 2.84147 0.68740 -1.30001
H 4.34444 -0.00142 -1.43641
H 3.41180 -2.20552 -1.46596
H 2.76826 -1.21002 -2.78235
H 0.94286 -2.44372 -1.58115
H 0.73403 -0.69750 -1.54560
H 1.57029 -2.41977 0.67434
H 2.04065 -0.59037 2.01438
H 1.49534 0.50193 0.75255
H 4.04607 -1.20959 0.62747
H 3.93857 0.54370 0.86169
N -3.94125 -1.77425 -2.03769
C -3.00394 -2.19507 -1.20866
O -2.15184 -1.39531 -0.77391
C -3.06539 -3.64194 -0.80654
I -1.11041 -4.36046 -0.43733
H -3.98921 -0.79242 -2.27266
H -4.63651 -2.39493 -2.41924
H -3.51626 -4.26382 -1.57402
H -3.62669 -3.73778 0.12198
Br 0.81816 1.93208 -2.07671
C 0.14117 3.09928 -0.72079
C 0.58111 4.40499 -0.82780
C 0.08728 5.36811 0.04269
C -0.85393 5.02325 0.99381
C -1.29458 3.71545 1.08076
C -0.80339 2.71306 0.23361
C -1.37019 1.35241 0.52718
O -2.40376 1.18932 1.11333
O -0.57079 0.32845 0.14464
H 1.28986 4.67582 -1.59725
H 0.43419 6.38936 -0.04156
H -1.25074 5.77105 1.66638
H -2.03368 3.42963 1.81516

=====

5.
The following is a quantum chemistry calculation of C13H19BrMnSi as an isolated structure, from OMol25.

The gap between HOMO and LUMO (alpha / beta) is 5.72 / 3.78 eV. The LUMO energy (alpha / beta) comes out at 2.95 / 3.06 eV. The calculation puts the energy above the lowest of the compared OMol25 structures with the same formula, charge and spin at 90.8 kJ/mol. The HOMO energy (alpha / beta) comes out at -0.1017 / -0.0263 Eh. The total charge is -1. The multiplicity is 5.

Geometry (Å):
C -2.05255 -0.46179 -1.89316
C -2.16253 -1.14540 -0.65580
C -1.71244 -0.26017 0.38898
H -2.55614 -2.14621 -0.51360
C -1.34434 0.98264 -0.18292
C -1.59063 0.88527 -1.60956
H -1.59594 1.72780 -2.28598
H -2.42855 -0.80670 -2.86335
H -1.78209 -0.44868 1.47895
H -1.06682 1.86680 0.40110
Mn 0.41004 -0.37672 -1.84899
Br 0.71379 -2.40493 -0.70205
C 2.14312 0.53510 -2.99204
C 1.10622 1.30645 -3.60872
C 0.12443 0.40681 -4.11757
H 1.13552 2.38565 -3.76735
C 0.56671 -0.94632 -3.88967
C 1.88693 -0.85581 -3.26196
H 2.58776 -1.69852 -3.16583
H 3.07466 0.90914 -2.57380
H -0.76704 0.67131 -4.71396
H 0.13385 -1.88674 -4.27360
C 3.21493 -1.94113 1.02516
Si 1.44084 -1.61358 1.46622
C 0.37952 -2.84107 2.37515
C 1.35652 0.03292 2.40394
H 3.32060 -2.65955 0.20865
H 3.68483 -2.35711 1.91794
H 3.73741 -1.02945 0.71537
H 0.98137 -3.14542 3.23929
H -0.55144 -2.36281 2.70861
H 0.14936 -3.71796 1.75540
H 1.70947 -0.20435 3.42567
H 2.02725 0.82245 2.03211
H 0.36279 0.48879 2.51016

=====

6.
The following is a quantum chemistry calculation of C13H19CaP2 as an isolated structure, from OMol25.

The gap between HOMO and LUMO (alpha / beta) is 3.28 / 3.54 eV. The LUMO energy (alpha / beta) comes out at 2.91 / 3.08 eV. The HOMO energy (alpha / beta) comes out at -0.0134 / -0.0170 Eh. The total charge is -1.

Geometry (Å):
C 1.36622 -0.07861 -3.46134
C 0.27785 0.16877 -4.42362
C -0.59550 -0.88722 -4.45586
C -0.01213 -1.90587 -3.67865
C 1.22505 -1.42229 -3.02013
Ca -0.61662 -0.16263 -1.99282
P 0.01697 2.52201 -1.58541
H 2.12257 0.71684 -3.55572
H 0.25656 1.06064 -5.05872
H -1.65100 -0.93860 -4.91517
H 1.70498 -2.26771 -2.47168
H -0.42601 -2.95277 -3.52177
H -0.81261 3.24637 -0.68713
H 0.38802 3.56417 -2.47608
H 1.22147 2.52385 -0.77104
C 1.80022 -0.28338 0.76722
P -0.01547 -0.49887 0.65847
C -0.31634 -2.29050 0.62567
C -0.61720 0.15896 2.16362
C -0.71550 -0.69573 3.27718
C -1.05690 -0.16448 4.50701
C -1.30494 1.20809 4.63188
C -1.18933 2.08635 3.53455
C -0.85443 1.56201 2.28782
H 2.24169 -0.79148 -0.11234
H 2.07453 -0.76982 1.73655
H 1.99445 0.81070 0.76498
H 0.32789 -2.61730 1.43566
H -1.37123 -2.52406 0.82494
H 0.00763 -2.80053 -0.30292
H -0.59670 -1.77112 3.15121
H -1.11876 -0.84589 5.38012
H -1.54251 1.59893 5.61814
H -1.37874 3.18317 3.69922
H -0.83419 2.25798 1.42617

=====

7.
The following is a quantum chemistry calculation of a 9-piece molecular cluster, C13H19Cl18F2NO5S overall, from OMol25.

The gap between HOMO and LUMO is 9.21 eV. The LUMO energy comes out at 0.07 eV. The HOMO energy comes out at -0.3359 Eh.

Geometry (Å):
C 2.30168 -0.55069 -1.56343
C 1.54410 -1.31257 -2.58975
Cl 1.71522 -0.73475 -4.20864
C 0.75705 -2.35124 -2.36872
Cl 0.53456 -3.00664 -0.79377
O 0.05932 -2.98438 -3.37961
S -1.56620 -2.72847 -3.51762
O -2.22642 -3.73346 -2.74023
O -1.50067 -1.30685 -2.58998
N -2.81943 -0.79732 -2.49468
C -3.04518 -0.61551 -1.06143
O -2.26188 -0.16099 -0.30676
F -4.24433 -1.05098 -0.71576
C -2.86024 0.48956 -3.09417
O -3.48836 1.39489 -2.68214
F -2.11962 0.53696 -4.17632
H 2.12401 -0.90409 -0.54837
H 3.37048 -0.65766 -1.76943
H 2.07229 0.51562 -1.61444
C -5.40404 1.88479 1.00023
Cl -5.52747 3.44831 0.18627
Cl -6.95603 1.33505 1.63782
H -5.04940 1.15521 0.28372
H -4.70708 1.97914 1.82417
C 0.61980 1.00879 2.36030
Cl 1.31990 -0.33187 1.44015
Cl 1.82760 1.83998 3.34778
H 0.19702 1.71570 1.65675
H -0.14867 0.61406 3.01387
C -7.57245 -0.94158 4.53000
Cl -7.21779 -0.93165 6.26153
Cl -6.29461 -1.71939 3.59091
H -8.49514 -1.48589 4.37020
H -7.66751 0.08352 4.19224
C 6.64834 -0.50744 -1.26530
Cl 5.31727 0.20332 -0.35099
Cl 6.27530 -0.62879 -2.99291
H 7.52488 0.11711 -1.13915
H 6.83287 -1.50422 -0.88347
C -4.01749 6.66324 1.09741
Cl -3.25100 6.40529 2.67044
Cl -3.26319 7.98800 0.20267
H -3.92062 5.75441 0.51790
H -5.06175 6.90281 1.25686
C 4.41570 -3.67186 -5.30929
Cl 4.28897 -2.02515 -5.93962
Cl 2.94296 -4.20840 -4.49631
H 4.60928 -4.33949 -6.13992
H 5.23244 -3.69918 -4.59767
C 1.52140 -3.36188 3.60565
Cl 0.46669 -3.87244 2.28206
Cl 2.93733 -4.40609 3.77050
H 1.85877 -2.35240 3.40061
H 0.95531 -3.39947 4.52838
C 6.05691 2.96200 2.55182
Cl 6.66932 3.14956 0.90322
Cl 5.79540 1.26756 2.98113
H 6.78294 3.38214 3.23689
H 5.11147 3.48576 2.62842

=====

8.
The following is a quantum chemistry calculation of C13H19ClSiSn as an isolated structure, from OMol25.

The gap between HOMO and LUMO (alpha / beta) is 5.77 / 5.05 eV. The LUMO energy (alpha / beta) comes out at -1.86 / -2.19 eV. The HOMO energy (alpha / beta) comes out at -0.2806 / -0.2662 Eh.

Geometry (Å):
C 1.94205 -2.31053 1.55627
C 2.03612 -2.34542 0.16742
C 0.70776 -2.55914 -0.37555
H 2.95255 -2.28571 -0.42164
C -0.17791 -2.72369 0.77233
C 0.59547 -2.54443 1.93551
H 0.25275 -2.65220 2.94712
H 2.76435 -2.11859 2.22292
H 0.54379 -2.89075 -1.38964
H -1.21809 -3.03742 0.75785
Sn -0.08224 -0.12614 -0.73535
Cl 1.67801 1.12877 0.40149
C 1.11859 2.21711 -2.89657
C -0.11669 1.57456 -3.23555
C 0.19756 0.36710 -3.93902
H -1.11941 1.94380 -3.00116
C 1.61793 0.25855 -4.02179
C 2.18774 1.40515 -3.37961
H 3.25660 1.61107 -3.25287
H 1.22028 3.15796 -2.34168
H -0.53138 -0.35608 -4.32243
H 2.17614 -0.57035 -4.47232
C -0.82013 0.26802 3.36048
Si -1.18256 0.89497 1.59796
C -2.68565 -0.15917 1.08262
C -1.45306 2.78848 1.67593
H -0.79589 -0.84841 3.44800
H -1.63523 0.70671 3.99104
H 0.12962 0.71209 3.71707
H -3.54727 0.41713 1.44456
H -2.81461 -0.30344 -0.00164
H -2.73670 -1.14959 1.55541
H -2.35586 3.04856 2.25955
H -0.60116 3.23059 2.22209
H -1.50347 3.25044 0.67122